1.
13
Properties=species:S:1:pos:R:3:forces:R:3:lowdin_charge:R:1 method="wB97M-V/def2-TZVPD" de_lowest_ev=1.427 smiles="[H]/N=C1/CCCO1" orbital_gap_ha=0.406 energy_ev=-7798.2171 multiplicity=1 homo_energy_ev=-10.060
N 2.207 0.359 0.714 -0.1012 -0.1344 -0.1656 0.1638
C 1.109 0.040 0.190 0.4794 0.0872 0.2319 -0.4681
C 0.093 -1.004 0.635 -0.0158 0.2764 -0.0972 -0.1032
C -1.086 -0.570 -0.259 -0.2377 0.3628 0.0218 -0.1390
C -0.751 0.945 -0.536 -0.1373 -0.4371 -0.3108 -0.1582
O 0.616 0.747 -0.891 0.4237 0.3366 0.0165 -0.0759
H 2.516 1.179 0.184 0.3864 -0.1353 0.2197 0.0673
H 0.489 -2.021 0.473 -0.2967 0.4171 -0.2070 0.1213
H -0.143 -0.946 1.704 0.2251 0.2894 -0.2108 0.1177
H -2.087 -0.791 0.103 0.0620 0.0555 0.2408 0.1028
H -0.944 -1.100 -1.218 -0.3457 0.5267 0.2153 0.1185
H -0.701 1.743 0.246 -0.7103 -1.1496 0.2505 0.1355
H -1.319 1.417 -1.344 0.2680 -0.4953 -0.2052 0.1174

---

2.
38
Properties=species:S:1:pos:R:3:forces:R:3:lowdin_charge:R:1 method="wB97M-V/def2-TZVPD" de_lowest_ev=0.845 smiles="C[C@@H](O)[C@H](NC(=O)[C@@H](N)CCCCN)C(=O)O" orbital_gap_ha=0.347 energy_ev=-23371.3123 multiplicity=1 homo_energy_ev=-9.180
C -1.541 0.396 -1.584 -1.2944 0.5011 -2.1823 -0.3273
C -0.811 0.799 -0.359 2.2597 -0.0152 -0.4528 -0.4629
C -0.992 -0.898 -2.206 -0.4780 -0.4598 -0.5911 -0.1703
C 0.506 -1.157 -2.186 0.3576 -1.4763 0.0472 -0.2006
C 1.456 -0.203 -2.903 -1.5997 0.3479 -1.1026 -0.2264
C 2.908 -0.390 -2.652 0.7885 -1.7973 1.0235 -0.3121
C -0.523 0.498 2.045 -1.6982 0.3338 -0.3730 -0.1650
C 0.903 0.143 2.185 2.7936 -0.4915 1.0421 -0.4501
C -1.322 -0.151 3.206 0.5957 -0.9805 0.9780 -0.3680
C -1.011 0.517 4.571 -0.3166 0.8381 0.0494 -0.0317
H -0.509 1.691 -2.718 -1.6298 -0.2913 -0.2407 0.0763
H -1.919 2.321 -2.230 0.1877 -0.9296 -0.4799 0.0897
H -2.590 0.184 -1.334 0.0851 0.1292 0.0015 0.1439
H -1.395 -1.695 -1.614 -0.3324 -0.6572 0.5113 0.0943
H -1.464 -1.095 -3.210 0.5554 0.7815 0.7849 0.1368
H 0.767 -1.235 -1.106 0.2216 -0.0104 -0.6906 0.0884
H 0.608 -2.218 -2.635 0.1773 1.4989 0.7728 0.1453
H 1.211 0.847 -2.632 0.0916 -0.5193 -0.2098 0.0960
H 1.287 -0.330 -4.010 0.0163 0.3363 0.8747 0.1339
H 3.421 0.248 -3.319 0.8550 0.6912 -0.7443 0.0904
H 3.231 -1.428 -2.853 -0.2227 0.3156 -0.3360 0.1201
H 2.907 0.754 -1.040 0.4894 -0.3466 0.4101 0.0713
H 2.959 -0.818 -0.679 -0.0442 -0.2087 0.4123 0.0373
H -2.066 -0.191 0.837 -0.5800 -0.3700 0.0325 0.1264
H -0.638 1.580 2.148 0.1663 -0.0362 -0.0385 0.1726
H -1.076 -1.255 3.324 -0.0629 1.0501 -0.4879 0.1678
H -3.193 -0.399 3.568 -0.2529 0.0203 -0.0135 0.1030
H -1.402 1.574 4.532 0.4564 -0.9855 0.1009 0.1039
H 0.079 0.554 4.758 -0.5827 -0.0225 -0.1689 0.0802
H -1.487 0.018 5.460 0.2802 0.2022 -1.0677 0.0925
H 0.529 -1.252 0.934 -0.2534 0.0043 -0.1470 0.0800
N -1.541 1.439 -2.647 1.5459 1.2195 1.2471 0.0472
N 3.375 -0.130 -1.284 -0.7145 1.1440 -0.4368 0.0153
N -1.106 0.067 0.735 0.2814 0.1583 2.1993 0.1239
O 0.172 1.531 -0.392 -0.6836 0.0628 0.1746 0.0926
O 1.683 0.685 2.960 -1.6539 -0.9967 -1.7248 0.1137
O -2.686 -0.023 2.844 -0.0441 0.0302 0.1035 -0.0337
O 1.271 -0.979 1.487 0.2394 0.9293 0.7226 0.1050

---

3.
87
Properties=species:S:1:pos:R:3:forces:R:3:lowdin_charge:R:1 method="wB97M-V/def2-TZVPD" de_lowest_ev=0.218 orbital_gap_ha="0.279 / 0.292" energy_ev=-199137.0781 s2=0.755 multiplicity=2 homo_energy_ev="-7.931 / -7.953"
Ti 1.013 -0.918 -0.328 -0.3488 0.3774 0.1427 0.3029
C 0.215 5.971 1.030 0.0068 0.0057 -0.0119 -0.0565
C 0.566 4.516 1.335 0.0564 0.0552 0.1376 -0.5471
C 0.833 4.380 2.836 -0.0055 0.0221 -0.0262 -0.0348
C 1.794 4.132 0.516 -0.0017 -0.0394 -0.0199 -0.0505
N -0.592 3.651 0.970 0.0194 -0.0451 -0.1478 0.0126
C -1.793 4.144 0.485 0.0123 0.0733 0.1108 -0.0363
C -2.632 3.105 0.359 0.0109 -0.1664 0.0144 -0.0437
N -1.959 1.964 0.748 0.0072 0.0289 0.0361 0.0234
B -2.714 0.619 0.820 -0.0174 -0.0279 0.0123 -0.5816
N -2.739 -0.163 -0.518 0.0352 0.0371 -0.0831 0.0241
C -3.772 -1.035 -0.767 -0.0628 0.0978 0.1496 -0.0451
C -3.583 -1.565 -1.984 0.0246 -0.0632 -0.1316 -0.0381
N -2.423 -1.016 -2.505 0.0073 0.0782 0.0438 0.0307
C -1.902 -0.172 -1.577 -0.2740 -0.3253 0.0304 -0.6140
S -0.416 0.697 -1.603 0.2581 -0.0257 -0.2515 0.7179
C -2.037 -1.365 -3.914 0.0138 -0.0287 -0.1338 -0.5232
C -0.792 -0.644 -4.415 -0.0272 0.0422 0.0711 -0.0618
C -3.208 -0.958 -4.813 -0.0027 0.0172 0.0047 -0.0315
C -1.808 -2.876 -3.972 0.0017 0.0046 0.0582 -0.0124
N -2.251 -0.220 2.042 0.1118 0.0682 -0.0076 0.0347
C -2.641 0.188 3.301 -0.0090 0.0147 -0.1645 -0.0392
C -2.053 -0.620 4.195 0.0179 -0.1076 0.0647 -0.0366
N -1.291 -1.540 3.492 0.0177 0.0813 0.0406 0.0207
C -1.413 -1.263 2.171 -0.1699 0.0527 0.1506 -0.6291
S -0.737 -2.147 0.859 0.0693 -0.0972 -0.4507 0.7234
C -0.615 -2.663 4.223 0.0327 -0.1487 0.0360 -0.5312
C -1.719 -3.589 4.741 0.0085 0.0645 -0.0202 -0.0241
C 0.185 -2.063 5.383 -0.0173 0.0560 -0.0509 -0.0362
C 0.346 -3.462 3.352 0.0445 -0.0465 0.0720 -0.0984
C -0.698 2.296 1.100 -0.1761 0.0355 0.0118 -0.6552
S 0.545 1.204 1.577 0.1304 0.0269 -0.0611 0.5771
H 1.066 6.587 1.316 0.0088 -0.0012 0.0077 0.0917
H -0.649 6.312 1.603 0.0211 0.0120 -0.0111 0.0869
H 0.032 6.130 -0.035 -0.0055 0.0047 0.0262 0.0912
H 1.665 5.029 3.115 -0.0154 -0.0134 -0.0120 0.0917
H 1.086 3.356 3.100 -0.0030 -0.0039 -0.0097 0.0442
H -0.048 4.686 3.404 0.0104 -0.0057 -0.0022 0.0922
H 2.588 4.859 0.692 -0.0162 0.0173 0.0008 0.0943
H 1.553 4.124 -0.550 0.0185 -0.0062 0.0167 0.0973
H 2.148 3.150 0.810 0.0086 -0.0045 -0.0269 0.0188
H -1.962 5.186 0.296 0.0081 -0.0437 -0.0068 0.1103
H -3.659 3.072 0.043 0.0169 -0.0067 -0.0135 0.1246
H -3.866 0.897 1.051 -0.0216 0.0313 -0.0263 0.1247
H -4.559 -1.191 -0.051 0.0116 -0.0018 -0.0050 0.1303
H -4.174 -2.276 -2.528 0.0155 0.0143 0.0197 0.1212
H -0.915 0.438 -4.395 0.0173 -0.0088 0.0081 0.0713
H -0.634 -0.954 -5.449 -0.0262 -0.0287 0.0127 0.0975
H 0.086 -0.906 -3.836 0.0146 0.0338 -0.0034 0.0433
H -3.388 0.116 -4.746 -0.0077 -0.0110 0.0004 0.0943
H -4.129 -1.482 -4.558 0.0020 0.0093 -0.0133 0.0748
H -2.962 -1.202 -5.847 0.0020 0.0020 0.0053 0.0918
H -1.024 -3.169 -3.275 0.0168 -0.0128 0.0093 0.0783
H -1.495 -3.156 -4.978 -0.0130 0.0196 -0.0060 0.0977
H -2.719 -3.431 -3.738 0.0404 0.0014 -0.0101 0.0801
H -3.308 1.020 3.440 0.0112 -0.0090 -0.0023 0.1286
H -2.135 -0.634 5.264 0.0437 -0.0160 0.0252 0.1201
H -2.397 -3.066 5.418 -0.0014 -0.0183 -0.0063 0.0800
H -1.273 -4.424 5.282 0.0136 0.0178 -0.0028 0.0923
H -2.298 -3.991 3.907 0.0024 0.0031 0.0074 0.0928
H -0.444 -1.578 6.129 -0.0299 0.0167 -0.0098 0.0736
H 0.917 -1.346 5.010 -0.0178 -0.0100 0.0161 0.0565
H 0.723 -2.867 5.884 0.0024 0.0003 -0.0027 0.0935
H -0.168 -4.035 2.585 0.0461 0.0122 0.0346 0.0535
H 0.869 -4.160 4.008 -0.0152 0.0007 0.0378 0.0969
H 1.094 -2.831 2.879 -0.0088 -0.0373 0.0201 0.0093
C 3.870 1.736 -1.237 -0.0176 -0.0029 0.0087 -0.0186
C 3.644 0.450 -1.938 -0.0267 0.0319 0.0195 -0.3474
N 2.635 -0.381 -1.743 0.0295 0.0080 0.1231 0.0391
C 2.780 -1.407 -2.651 0.1303 0.1947 0.0478 -0.1390
C 3.900 -1.199 -3.396 -0.1718 0.0152 0.1709 -0.0545
N 4.421 -0.021 -2.927 0.1732 0.0229 -0.1100 0.2048
C 4.563 -1.914 -4.507 0.1443 0.0540 -0.3325 -0.4804
O 3.994 -3.022 -4.929 -0.0088 0.0095 0.0393 0.1448
O 5.568 -1.447 -4.995 -0.0886 -0.0630 0.1277 0.1064
C 1.742 -2.455 -2.687 -0.1004 -0.2620 0.0002 -0.5790
O 1.822 -3.394 -3.480 -0.0802 0.2006 0.0486 0.0756
O 0.789 -2.252 -1.849 0.0104 -0.1451 0.2146 -0.2102
H 3.159 1.810 -0.418 -0.0041 0.0114 0.0138 0.0338
H 3.710 2.574 -1.917 -0.0183 -0.0096 -0.0014 0.0958
H 4.878 1.791 -0.831 0.0033 -0.0147 -0.0067 0.0666
H 5.271 0.385 -3.293 -0.0150 -0.0083 0.0019 0.1814
H 3.156 -3.233 -4.419 0.0136 -0.0240 0.0515 0.0750
Cl 5.339 -0.410 1.000 0.0629 -0.0172 -0.0167 0.0299
Ge 3.210 -0.576 1.592 0.0529 -0.2521 -0.1831 -0.0452
Cl 2.734 -2.710 0.543 0.0132 0.2260 0.0639 0.0964
Cl 3.484 -1.175 3.690 -0.0265 -0.0508 0.0145 0.0378

---

Going through the records in order, we get maximum force values of 0.027, 0.059, 0.010 Eh/bohr.